60
Properties=species:S:1:pos:R:3:forces:R:3 method="wB97M-V/def2-TZVPD" lumo_ev="-6.26 / -9.78" total_energy_ha=-3271.3819 charge=+2 s_squared=6.0483 homo_lumo_gap_ev="6.187 / 4.104" multiplicity=5 homo_energy_ha="-0.458 / -0.510"
Pt 0.002207 -0.476127 0.635195 0.112 -0.047 -0.016
C -2.557980 -0.237116 -1.736832 -0.024 -0.011 -0.052
N -1.529094 0.700658 -1.265124 -0.030 -0.033 0.048
C -0.608409 1.195350 -2.268841 0.031 0.004 0.006
C 0.537268 0.253165 -2.469736 0.019 -0.071 0.043
N 0.916729 -0.669600 -1.555019 -0.001 0.115 -0.089
C 1.962729 -1.311969 -2.081827 -0.023 -0.021 0.009
C 2.726397 -2.394493 -1.539727 -0.006 -0.013 0.003
C 3.778143 -2.848144 -2.286919 0.004 0.004 -0.023
C 4.076473 -2.272378 -3.537557 -0.003 0.003 0.006
C 3.321903 -1.207293 -4.105541 0.021 -0.030 0.009
C 2.275299 -0.764863 -3.363633 -0.015 0.055 -0.006
N 1.316894 0.234674 -3.550693 0.016 -0.020 -0.009
C -2.974681 -1.096072 -0.584607 -0.028 0.089 0.012
N -2.293488 -2.213662 -0.261887 0.058 -0.078 0.024
C -2.835156 -2.628576 0.883563 -0.109 0.021 0.008
C -2.481082 -3.746559 1.702438 0.016 0.017 -0.032
C -3.174511 -3.905372 2.858324 -0.064 0.031 0.055
C -4.218189 -3.001887 3.224132 0.053 -0.068 0.000
C -4.604477 -1.906889 2.432810 0.031 0.005 -0.040
C -3.903594 -1.746999 1.276343 -0.025 0.002 0.013
N -3.965049 -0.802688 0.261899 0.041 -0.029 -0.017
H -2.121808 -0.906622 -2.478839 -0.006 0.006 -0.008
H -3.416141 0.270278 -2.184910 -0.012 -0.009 0.006
H -1.973494 1.477822 -0.787898 0.028 0.024 -0.003
H -0.175766 2.133931 -1.904042 0.001 0.005 -0.012
H -1.069571 1.414131 -3.239979 -0.012 -0.005 0.005
H 2.452363 -2.830059 -0.588140 0.010 -0.002 -0.004
H 4.390238 -3.662861 -1.927190 -0.004 -0.001 0.004
H 4.915239 -2.657316 -4.103282 0.001 -0.001 0.003
H 3.592175 -0.794706 -5.067950 -0.009 0.004 0.000
H 1.222775 0.833642 -4.358927 0.001 -0.003 -0.002
H -1.684137 -4.409573 1.398559 0.001 0.002 -0.002
H -2.948864 -4.723696 3.527173 0.007 -0.002 -0.007
H -4.737326 -3.173603 4.158215 -0.003 0.009 -0.001
H -5.393664 -1.237515 2.744041 -0.001 0.000 0.002
H -4.354963 0.129282 0.387085 0.015 -0.017 0.004
O -3.185433 1.684599 1.396603 -0.029 0.035 -0.004
C -2.065186 1.234802 1.629804 0.095 -0.028 -0.034
O -1.774788 0.006247 1.833241 -0.055 0.018 0.067
C -0.875161 2.183172 1.561781 -0.052 -0.046 0.021
C -1.008216 3.530598 1.919008 0.033 0.084 0.013
C 0.083165 4.345897 1.802119 -0.008 -0.061 -0.014
C 1.296347 3.827824 1.296094 -0.042 0.009 0.015
C 2.454540 4.625196 1.129447 0.023 -0.008 -0.006
C 3.601326 4.081780 0.628880 -0.017 0.018 0.008
C 3.643340 2.714635 0.275984 -0.007 -0.020 -0.001
C 2.543275 1.916839 0.421490 0.024 0.006 -0.005
C 1.347896 2.460338 0.939045 0.068 0.010 0.002
N 0.247884 1.667253 1.097413 -0.110 -0.012 0.005
H -1.966172 3.878878 2.276734 0.007 0.019 0.001
H 0.031832 5.389803 2.085507 -0.012 0.001 0.000
H 2.413339 5.669277 1.412177 -0.002 0.001 -0.002
H 4.486156 4.691886 0.511375 0.001 -0.001 0.000
H 4.568596 2.291509 -0.093203 0.000 0.001 0.000
H 2.583981 0.857685 0.203064 -0.007 0.013 -0.005
Cl 3.415386 -1.332848 1.667110 -0.023 0.008 0.014
Si 1.390975 -1.668873 2.028300 0.059 -0.028 0.010
Cl 1.201486 -3.726223 1.718213 -0.025 0.036 -0.013
Cl 1.100046 -1.346566 4.019137 -0.012 0.012 -0.007